No. 1
Formula: C5H37NO15
Source: the Open Molecules 2025 dataset
Level of theory: ωB97M-V with the def2-TZVPD basis set

```
58
Properties=species:S:1:pos:R:3:forces:R:3:lowdin_charge:R:1
O -1.154855 1.366113 1.347211 0.5 0.3 -0.1 -0.028
C -0.155074 0.969274 0.725750 -1.4 -0.6 0.4 -0.310
N -0.059868 -0.274311 0.245806 1.0 -0.1 -0.4 0.109
C 1.245413 -0.879698 -0.065642 -0.5 0.1 0.3 -0.280
C 1.850064 -1.598078 1.193131 -0.4 -0.1 0.3 -0.359
C 3.293876 -1.203207 1.422269 0.0 0.0 0.2 -0.026
O 1.078324 -1.381490 2.372066 0.0 0.2 0.2 -0.074
C 1.081652 -1.869556 -1.199791 0.6 0.1 -0.5 -0.021
H 0.680416 1.639270 0.543141 0.4 0.0 -0.1 0.119
H -0.794226 -0.949725 0.429901 -0.2 0.2 0.3 0.115
H 1.877752 -0.029524 -0.325389 0.2 -0.2 -0.2 0.126
H 1.751396 -2.689125 1.084397 0.2 0.3 -0.3 0.148
H 3.401162 -0.119872 1.485318 -0.1 0.1 0.0 0.075
H 3.935012 -1.541449 0.611224 0.1 -0.1 -0.1 0.086
H 3.627811 -1.637718 2.365667 0.1 0.0 -0.1 0.087
H 1.082894 -0.452739 2.689320 0.2 -0.4 -0.2 0.054
H 2.051860 -2.281845 -1.503121 0.0 0.1 0.1 0.096
H 0.485958 -2.724444 -0.908005 -0.3 -0.1 0.2 0.058
H 0.629875 -1.415376 -2.079882 -0.1 0.1 0.0 0.062
H 1.047133 4.473610 1.309351 -0.3 0.1 -0.2 0.040
H 0.801582 5.880573 0.719193 -0.3 -0.6 -0.1 0.075
O 0.467415 4.965298 0.676295 0.7 0.5 0.8 -0.063
H -4.027910 0.176878 -1.605956 0.4 0.0 -0.1 0.087
H -3.134967 -0.221328 -0.406674 0.1 0.1 -0.2 0.023
O -3.091699 0.039715 -1.390893 -0.6 0.0 0.4 -0.094
H -0.548624 0.901394 -3.455232 0.4 -0.5 -0.5 0.024
H 0.732303 0.229171 -4.068839 -0.4 0.0 0.0 0.060
O -0.236876 0.205821 -4.094939 0.2 0.6 0.4 -0.078
H -0.564993 -2.099388 2.170149 -0.6 -0.1 -0.1 0.040
H -1.281278 -3.178333 1.279834 0.0 0.1 0.1 0.011
O -1.450391 -2.367407 1.814180 0.6 0.0 0.1 -0.093
H 2.308168 2.660819 -0.663280 0.5 -0.1 0.2 0.022
H 3.849561 2.683476 -0.437513 0.6 0.3 -0.3 0.050
O 3.058245 2.264793 -0.125088 -1.0 -0.2 -0.2 -0.082
H -1.398637 -5.239217 0.563944 -0.1 -0.2 0.0 0.058
H -1.021398 -4.374033 -0.666602 -0.1 -0.2 0.2 0.008
O -0.838719 -4.510125 0.298185 0.2 0.2 -0.3 -0.073
H -1.900746 1.310337 -1.730005 0.2 0.3 -0.2 0.039
H -1.887431 2.561770 -2.635528 -0.1 0.2 -0.1 0.079
O -1.294919 1.958736 -2.181354 -0.2 -0.4 0.2 -0.067
H -0.140502 1.291083 3.266272 0.3 0.0 0.0 0.073
H 0.874882 1.106511 4.446764 -0.1 0.0 -0.2 0.097
O 0.793005 1.095845 3.482046 -0.4 0.2 0.4 -0.040
H -2.622988 0.324742 1.383971 -0.1 -0.4 0.0 0.029
H -2.788456 -1.240320 1.458293 0.0 0.5 -0.1 0.034
O -3.230118 -0.413528 1.142938 0.1 -0.1 0.1 -0.075
H -1.670444 -3.262243 -2.583062 0.0 -0.2 -0.1 0.008
H -0.962480 -4.564911 -3.030821 -0.4 0.2 0.5 0.070
O -1.506051 -4.203385 -2.307361 0.4 0.0 -0.5 -0.083
H -2.449531 -1.205465 -2.485703 0.2 -0.1 -0.4 0.015
H -1.362646 -1.127615 -3.615084 -0.3 -0.4 0.3 0.018
O -2.020186 -1.732979 -3.197386 0.1 0.4 0.1 -0.086
H 1.810946 2.478935 2.764008 0.7 0.7 -0.7 0.013
H 2.727002 2.837060 1.500620 -0.3 -0.1 0.4 -0.007
O 2.319988 3.204943 2.318957 -0.6 -0.3 0.2 -0.103
H 0.676635 4.078814 -0.736461 0.2 0.0 -0.1 0.002
H 0.181614 2.945445 -1.677851 0.9 0.4 0.2 0.026
O 0.995314 3.463744 -1.436999 -1.0 -0.6 -0.2 -0.096
```
Forces are in eV/Å.

**Kohn-Sham gap**: 10.243 eV
**LUMO level**: 0.320 eV
**E**: -1396.18548 hartree
**Energy relative to the best compared isomer or geometry (same formula, charge and spin)**: 0.170 eV
**Highest occupied orbital energy**: -9.92 eV
**Maximum force**: 1.57 eV/Å
**2S+1**: 1



No. 2
Formula: C3H8N2O
Source: the Open Molecules 2025 dataset
Level of theory: ωB97M-V with the def2-TZVPD basis set

```
14
Properties=species:S:1:pos:R:3:forces:R:3:lowdin_charge:R:1
C -1.517758 -1.392892 1.427196 0.0 0.4 -0.9 -0.006
C -1.132732 -0.415024 0.586696 -1.1 -1.3 1.4 -0.335
N -1.041696 -0.602419 -0.791028 0.3 0.7 -0.5 0.029
H -1.749163 -2.351349 0.965258 0.1 -0.1 0.4 0.050
H -1.676693 -1.253481 2.488163 -0.1 0.1 -0.1 0.040
H -1.047739 0.583029 1.007133 0.4 0.1 -0.4 0.087
H -1.579207 -1.361939 -1.177258 0.1 -0.2 0.3 0.078
H -0.090390 -0.599820 -1.143435 -0.1 0.1 -0.2 0.040
C 1.833301 1.162725 -1.176818 0.2 -0.1 -0.1 -0.404
N 1.296915 1.415435 0.043944 0.1 -0.4 0.3 0.120
O 1.887732 0.053095 -1.663260 -0.3 0.0 -0.1 0.002
H 2.174900 2.043541 -1.727715 0.2 0.2 0.1 0.125
H 1.647553 2.146005 0.642808 -0.1 0.2 -0.3 0.102
H 0.994979 0.573094 0.518316 0.2 0.2 0.2 0.071
```
Forces are in eV/Å.

**Kohn-Sham gap**: 9.602 eV
**LUMO level**: 0.960 eV
**SMILES string**: C=CN.NC=O
**E**: -303.83344 hartree
**Energy relative to the best compared isomer or geometry (same formula, charge and spin)**: 1.597 eV
**Highest occupied orbital energy**: -8.64 eV
**Maximum force**: 2.16 eV/Å
**2S+1**: 1



No. 3
Formula: C4H15N3O3
Source: the Open Molecules 2025 dataset
Level of theory: ωB97M-V with the def2-TZVPD basis set

```
25
Properties=species:S:1:pos:R:3:forces:R:3:lowdin_charge:R:1
O 1.003960 -0.328705 -1.097803 -0.4 -0.3 0.2 0.017
C 0.302331 0.414362 -0.405615 1.6 0.4 -1.4 -0.452
N 0.749643 0.848877 0.791767 -0.9 0.4 1.2 0.097
C -0.162252 1.279656 1.867205 -0.4 -0.6 -0.5 -0.243
N -1.125183 0.266776 2.272170 -0.2 0.1 0.1 0.031
C -0.865146 1.133218 -1.093758 -0.1 0.3 0.8 -0.378
C -2.063500 0.203637 -1.279920 -0.4 0.0 0.4 -0.030
N -0.424081 1.748785 -2.333616 -0.2 -0.3 -0.3 0.058
H 1.598271 0.460028 1.176279 0.1 -0.4 -0.6 0.133
H 0.481027 1.539413 2.701476 0.0 0.2 0.1 0.112
H -0.755018 2.133119 1.538895 0.3 0.2 0.2 0.108
H -0.847094 -0.686826 2.072043 0.3 0.0 0.1 0.052
H -2.029215 0.413921 1.844279 0.1 0.0 0.0 0.061
H -1.171907 1.976340 -0.471046 0.0 -0.2 0.2 0.119
H -2.979602 0.706343 -0.949347 0.1 0.0 -0.5 0.082
H -2.169014 -0.153304 -2.305538 0.0 0.1 0.1 0.084
H -2.004353 -0.671632 -0.630053 0.2 0.0 -0.1 0.056
H -0.399396 1.047740 -3.065832 0.2 0.0 0.0 0.075
H 0.516362 2.117786 -2.238743 -0.1 0.0 0.0 0.085
H 2.181035 -1.425184 -0.171996 0.1 0.1 0.4 -0.012
H 2.142250 -2.013575 1.288577 -0.1 0.0 -0.2 0.024
O 2.678061 -1.944224 0.491709 0.2 0.0 -0.1 -0.074
H -0.962845 -2.494583 0.116485 0.0 -0.1 0.0 0.030
H 0.545789 -2.472814 -0.063080 0.1 -0.1 0.0 0.016
O -0.140238 -2.586969 0.605088 -0.2 0.0 0.1 -0.052
```
Forces are in eV/Å.

**Kohn-Sham gap**: 10.240 eV
**LUMO level**: 0.595 eV
**SMILES string**: C[C@H](N)C(=O)NCN.O.O
**E**: -551.40419 hartree
**Energy relative to the best compared isomer or geometry (same formula, charge and spin)**: 0.902 eV
**Highest occupied orbital energy**: -9.64 eV
**Maximum force**: 2.11 eV/Å
**2S+1**: 1



No. 4
Formula: CFN
Source: the Open Molecules 2025 dataset
Level of theory: ωB97M-V with the def2-TZVPD basis set

```
3
Properties=species:S:1:pos:R:3:forces:R:3:lowdin_charge:R:1
C -0.645495 -0.664348 0.002777 1.0 3.4 0.0 0.158
N 1.635679 0.224657 -0.002494 -2.7 -1.0 0.0 -0.109
F -1.356824 0.438888 -0.002142 1.7 -2.4 0.0 -0.049
```
Forces are in eV/Å.

**Kohn-Sham gap (spin up / spin down)**: 7.522 / 7.460 eV
**LUMO level (spin up / spin down)**: -1.621 / -1.681 eV
**E**: -192.34896 hartree
**Energy relative to the best compared isomer or geometry (same formula, charge and spin)**: 7.887 eV
**Highest occupied orbital energy (spin up / spin down)**: -9.14 / -9.14 eV
**Maximum force**: 3.52 eV/Å
**2S+1**: 1



No. 5
Formula: C14H28N3O2
Source: the Open Molecules 2025 dataset
Level of theory: ωB97M-V with the def2-TZVPD basis set

```
47
Properties=species:S:1:pos:R:3:forces:R:3:lowdin_charge:R:1
C 2.655500 -0.413136 0.689552 -0.1 -0.3 0.1 -0.097
C 1.900765 -1.332188 -0.271717 0.1 0.0 0.1 -0.213
C 0.677376 -1.911600 0.416121 0.3 0.0 0.2 -0.180
O -0.321223 -2.250117 -0.576830 -0.2 0.2 0.0 -0.066
N -1.640363 -2.026336 -0.101530 0.4 -0.3 -0.1 -0.083
C -2.001619 -3.120066 0.842978 -0.1 -0.3 0.1 -0.095
C -3.392525 -3.031115 1.439749 0.0 0.1 0.3 -0.228
N -3.480998 -1.918603 2.381518 0.2 0.1 -0.4 0.024
C -2.500316 -1.949985 -1.327240 -0.1 0.2 -0.2 -0.056
C -3.615133 -0.889587 -1.304650 0.0 -0.1 0.1 -0.112
C -3.479436 0.282506 -0.334712 0.1 -0.1 -0.2 -0.227
O -2.580624 1.245488 -0.826303 0.1 0.1 0.0 -0.153
C -1.336932 1.371775 -0.169426 0.0 -0.1 0.0 -0.084
H 2.669509 -0.860155 1.685770 0.1 0.0 0.1 0.080
H 3.686069 -0.278056 0.383926 0.0 0.2 -0.1 0.069
H 2.185285 0.563104 0.765915 0.0 0.1 0.0 0.066
H 1.589611 -0.801011 -1.168726 0.0 0.1 -0.1 0.112
H 2.559251 -2.142437 -0.574888 0.0 -0.1 -0.2 0.116
H 0.272368 -1.183399 1.125307 -0.2 0.1 -0.1 0.125
H 0.941584 -2.807726 0.976878 -0.1 -0.1 0.1 0.132
H -1.613024 -1.122467 0.381490 -0.2 0.0 0.1 0.129
H -1.287522 -3.099306 1.661174 0.2 0.1 0.0 0.131
H -1.855532 -4.043242 0.287206 0.0 0.0 -0.1 0.148
H -4.165872 -2.966954 0.678364 0.0 0.1 -0.1 0.115
H -3.540773 -3.988977 1.939090 -0.1 -0.1 0.0 0.128
H -4.325563 -1.381836 2.266730 -0.2 0.0 0.1 0.076
H -3.438727 -2.234947 3.336445 0.0 0.0 0.2 0.082
H -1.806602 -1.743462 -2.134332 0.2 0.1 0.1 0.141
H -2.889062 -2.950890 -1.487580 -0.1 -0.1 0.0 0.136
H -4.586870 -1.363426 -1.178783 0.0 -0.1 0.2 0.115
H -3.626841 -0.442365 -2.296133 -0.1 0.0 -0.1 0.128
H -4.459226 0.746269 -0.232576 -0.1 0.1 -0.1 0.135
H -3.184879 -0.034672 0.666740 0.0 0.0 0.2 0.088
H -0.541697 0.895767 -0.747726 0.1 -0.1 0.0 0.087
H -1.362697 0.945139 0.839862 0.0 0.0 0.1 0.088
H -1.098764 2.425665 -0.059557 0.0 0.1 -0.1 0.101
N 4.284758 2.465787 -0.246665 0.0 0.0 0.0 0.046
C 4.307866 3.470583 0.627071 0.0 0.0 0.0 -0.156
C 4.447760 4.801422 0.265044 0.0 0.0 0.0 -0.069
C 4.573502 5.109023 -1.079825 0.0 0.0 0.0 -0.073
C 4.554529 4.075395 -2.001959 0.0 0.0 0.0 -0.070
C 4.408643 2.778210 -1.535380 0.0 0.0 0.0 -0.157
H 4.215409 3.191702 1.671447 0.0 0.0 0.0 0.103
H 4.462655 5.574482 1.020572 0.0 0.0 0.0 0.104
H 4.688999 6.135093 -1.403045 0.0 0.0 0.0 0.109
H 4.655775 4.267190 -3.061032 0.0 0.0 0.0 0.104
H 4.395609 1.943462 -2.228335 0.0 0.0 0.0 0.102
```
Forces are in eV/Å.

**Kohn-Sham gap**: 9.388 eV
**LUMO level**: -2.183 eV
**E**: -864.66028 hartree
**Net charge**: +1
**Highest occupied orbital energy**: -11.57 eV
**Maximum force**: 0.52 eV/Å
**2S+1**: 1



No. 6
Formula: C5H8B3F3NO6
Source: the Open Molecules 2025 dataset
Level of theory: ωB97M-V with the def2-TZVPD basis set

```
26
Properties=species:S:1:pos:R:3:forces:R:3:lowdin_charge:R:1
O 1.513680 0.199973 0.536957 9.8 5.6 -3.8 0.053
C 2.630762 0.814930 0.061214 -2.1 -2.8 0.1 0.024
N 3.830390 1.295390 -0.478010 -6.9 -4.1 2.3 0.225
B 4.253797 0.257280 -1.501415 0.8 -1.3 -1.7 -0.476
O 5.528214 -0.528700 -1.338073 -4.5 -0.8 1.2 0.104
B 5.010122 -1.869719 -0.890122 -0.7 1.5 -2.4 -0.173
O 3.933449 -2.501575 -1.676094 1.7 3.9 0.1 0.104
B 3.375058 -1.597401 -2.700172 0.2 0.7 0.5 -0.194
O 3.451358 -0.123619 -2.715593 1.8 -2.5 3.7 0.139
H 5.485162 -2.294303 0.108240 -0.1 -0.4 -0.3 0.101
H 2.757340 -2.116235 -3.585200 0.2 0.2 0.3 0.104
C -1.246967 0.719491 1.761535 -0.1 0.1 0.5 -0.106
C -1.604991 1.323922 0.417462 -0.1 -0.2 -0.4 -0.284
O -2.526473 0.538373 -0.330448 0.9 -0.8 0.5 -0.125
C -3.940416 0.588776 0.009616 -0.7 2.7 0.0 -0.524
O -4.370232 1.846889 0.052737 -0.1 -1.5 0.5 -0.209
C -4.315581 -0.254297 1.293341 0.6 0.2 -0.3 -0.524
F -3.570515 -1.396333 1.361317 -0.2 -0.1 0.2 0.079
F -5.613579 -0.673015 1.254148 0.4 0.3 0.0 0.088
F -4.150281 0.384437 2.476563 -0.3 -0.3 -0.3 0.091
H -1.115209 -0.364386 1.687361 0.0 0.1 -0.1 0.073
H -0.323715 1.164386 2.145490 0.0 0.0 -0.1 0.053
H -2.022464 0.915636 2.502177 0.1 -0.1 -0.1 0.059
H -0.688984 1.348846 -0.182477 -0.1 -0.1 -0.2 0.085
H -1.923589 2.366793 0.516249 -0.4 -0.1 0.1 0.107
H -4.356339 -0.045538 -0.786805 -0.1 -0.3 -0.4 0.124
```
Forces are in eV/Å.

**Kohn-Sham gap**: 4.643 eV
**LUMO level**: 1.262 eV
**E**: -1075.85394 hartree
**Net charge**: -1
**Highest occupied orbital energy**: -3.38 eV
**Maximum force**: 11.89 eV/Å
**2S+1**: 1